1.
Below is a cluster of 2 separate species, C6H7F5S in total at a distorted geometry, with properties calculated with ωB97M-V with the def2-TZVPD basis set.

XYZ file:
```
19
Properties=species:S:1:pos:R:3:lowdin_spin:R:1
C -0.20 1.61 -0.86 0.205
C -1.22 0.98 -0.27 0.014
C 1.03 -1.03 1.22 0.026
C -1.19 0.07 0.83 0.446
C -0.07 -0.15 1.81 0.039
C 0.57 1.12 2.44 0.006
F -2.74 1.32 2.01 0.851
F -0.58 -0.83 2.90 0.003
F 1.34 0.75 3.47 0.000
F 1.40 1.74 1.58 0.003
F -0.29 2.03 2.87 0.001
S -2.29 -1.25 0.85 0.362
H -0.39 2.26 -1.70 0.015
H 0.83 1.51 -0.56 0.012
H -2.22 1.12 -0.68 -0.002
H 1.78 -1.22 1.98 0.004
H 1.50 -0.56 0.36 0.001
H 0.59 -1.98 0.92 0.002
H -3.14 -0.74 -0.04 0.012
```

Summary:
Spin multiplicity: 3
Relative energy (zero: lowest compared OMol25 entry of this formula, charge and spin) (eV): 0.000
Lowest unoccupied orbital energy (spin up / spin down) (eV): 0.5 / -3.8
E (eV): -30753.6455
Largest force on an atom (eV/Å): 1.12
Charge: 0

---

2.
Below is an isolated molecule of C3H6N2O2 at a distorted geometry, with properties calculated with ωB97M-V with the def2-TZVPD basis set.

XYZ file:
```
13
Properties=species:S:1:pos:R:3:mulliken_charge:R:1
C -2.92 -0.48 -0.06 -0.275
N -1.68 -0.68 -0.01 -0.455
O -0.86 0.43 0.03 -0.069
C 0.46 0.08 0.01 0.755
C 1.37 1.27 -0.06 -0.903
N 0.87 -1.10 0.08 -0.412
O 2.26 -1.22 -0.05 -0.403
H -3.52 -1.38 -0.05 0.276
H -3.31 0.52 0.06 0.284
H 1.87 1.27 0.96 0.260
H 2.26 1.25 -0.73 0.296
H 0.83 2.26 -0.13 0.275
H 2.39 -2.23 -0.07 0.372
```

Summary:
Relative energy (zero: lowest compared OMol25 entry of this formula, charge and spin) (eV): 5.452
Lowest unoccupied orbital energy (eV): 1.0
SMILES: C=NO/C(C)=N/O
E (eV): -10279.3458
Largest force on an atom (eV/Å): 2.35
Charge: 0

---

3.
Below is the ion C3H10NS2 with charge +1 at a distorted geometry, with properties calculated with ωB97M-V with the def2-TZVPD basis set.

XYZ file:
```
16
Properties=species:S:1:pos:R:3:mulliken_charge:R:1
C 1.22 -1.45 -0.37 -1.352
C 0.53 -0.27 0.35 0.319
N 0.44 0.77 -0.84 -0.056
C -0.88 -0.59 0.89 -0.832
S -1.98 0.66 1.64 0.132
S -2.03 2.53 0.63 -0.304
H 2.08 -1.30 -1.03 0.434
H 1.65 -2.04 0.46 0.383
H 0.49 -2.22 -0.69 0.364
H 1.20 0.21 1.02 0.360
H 1.33 1.26 -0.91 0.351
H 0.31 0.36 -1.76 0.376
H -0.36 1.34 -0.50 -0.108
H -1.34 -1.02 -0.01 0.406
H -0.83 -1.32 1.73 0.324
H -1.83 3.08 -0.60 0.204
```

Summary:
Relative energy (zero: lowest compared OMol25 entry of this formula, charge and spin) (eV): 2.412
Lowest unoccupied orbital energy (eV): -4.6
SMILES: C[C@@H]([NH3+])CSS
E (eV): -26425.1372
Largest force on an atom (eV/Å): 3.66
Charge: +1

---

4.
Below is a structure of composition C5H8O, with properties calculated with ωB97M-V with the def2-TZVPD basis set.

XYZ file:
```
14
Properties=species:S:1:pos:R:3:mulliken_charge:R:1
C 1.92 -0.36 0.80 -0.527
C 1.99 -0.08 -0.50 -0.423
C -1.54 0.35 -0.93 -0.421
C -1.52 -0.70 0.15 -0.148
O -1.33 0.38 1.13 -0.384
C -1.36 1.24 0.05 -0.233
H 2.49 -1.18 1.24 0.234
H 1.28 0.20 1.47 0.251
H 2.61 -0.66 -1.18 0.230
H 1.41 0.73 -0.93 0.227
H -1.63 0.36 -2.00 0.331
H -0.65 -1.37 0.17 0.233
H -2.45 -1.23 0.35 0.256
H -1.24 2.31 0.20 0.375
```

Summary:
Relative energy (zero: lowest compared OMol25 entry of this formula, charge and spin) (eV): 3.238
Lowest unoccupied orbital energy (eV): 1.2
E (eV): -7359.0172
Largest force on an atom (eV/Å): 0.35
Charge: 0

---

5.
Below is a structure of composition C29H35As2N2O5PbS at a distorted geometry, with properties calculated with ωB97M-V with the def2-TZVPD basis set.

XYZ file:
```
75
Properties=species:S:1:pos:R:3:mulliken_charge:R:1
Pb 12.39 9.50 15.72 0.964
C 11.69 11.38 19.91 -1.519
C 12.43 10.72 18.76 0.788
O 11.72 10.25 17.82 -0.681
C 13.81 10.71 18.82 -1.067
C 14.74 10.19 17.90 1.093
C 16.19 10.28 18.25 -1.261
N 14.40 9.63 16.75 0.032
N 15.48 9.14 16.03 -0.383
C 15.20 8.51 14.94 -0.119
O 14.02 8.25 14.46 -0.042
C 16.42 8.05 14.21 0.090
C 17.32 7.22 14.87 -0.467
C 18.50 6.83 14.26 -0.709
C 18.81 7.30 12.99 -0.457
C 17.93 8.15 12.34 -0.822
C 16.74 8.52 12.94 -0.088
H 11.89 12.45 19.92 0.372
H 12.01 10.98 20.87 0.367
H 10.62 11.23 19.79 0.346
H 14.24 11.17 19.70 0.291
H 16.34 10.82 19.18 0.389
H 16.73 10.77 17.44 0.330
H 16.62 9.29 18.33 0.295
H 17.09 6.90 15.88 0.412
H 19.19 6.18 14.78 0.408
H 19.73 7.00 12.51 0.406
H 18.18 8.55 11.36 0.456
H 16.07 9.21 12.44 0.638
C 11.90 4.83 17.58 -1.207
As 11.61 6.70 16.92 0.612
C 10.88 7.37 18.61 -1.451
C 9.95 6.31 15.95 0.526
C 8.70 6.29 16.56 -0.396
C 7.53 6.15 15.82 -0.829
C 7.59 6.03 14.44 -0.826
C 8.83 6.02 13.81 -0.871
C 10.00 6.15 14.56 0.303
As 11.64 6.32 13.52 1.126
C 11.37 5.44 11.81 -1.420
C 13.34 5.52 14.06 -0.882
H 10.98 4.47 18.03 0.378
H 12.69 4.86 18.33 0.427
H 12.20 4.16 16.77 0.341
H 10.17 6.67 19.05 0.552
H 10.43 8.34 18.45 0.450
H 11.72 7.49 19.30 0.404
H 8.62 6.39 17.63 0.331
H 6.57 6.15 16.33 0.408
H 6.69 5.96 13.85 0.424
H 8.86 5.93 12.73 0.348
H 10.68 6.00 11.18 0.470
H 10.96 4.45 12.00 0.455
H 12.32 5.35 11.31 0.433
H 13.17 4.45 13.98 0.650
H 13.64 5.83 15.05 0.174
H 14.06 5.85 13.32 0.255
C 14.93 7.04 7.64 -1.560
C 14.18 7.61 8.80 0.821
C 14.61 7.40 10.11 -0.900
C 13.89 7.91 11.18 0.138
C 12.73 8.61 10.93 -0.085
C 12.28 8.85 9.63 -0.824
C 13.02 8.34 8.58 -0.705
S 11.77 9.26 12.25 1.805
O 10.45 9.53 11.79 -0.699
O 11.58 8.01 13.24 -0.341
O 12.46 10.25 13.01 -0.742
H 15.83 6.49 7.94 0.361
H 15.23 7.84 6.95 0.379
H 14.29 6.36 7.08 0.344
H 15.52 6.84 10.30 0.396
H 14.24 7.80 12.20 0.401
H 11.37 9.41 9.47 0.534
H 12.68 8.52 7.56 0.425
```

Summary:
Relative energy (zero: lowest compared OMol25 entry of this formula, charge and spin) (eV): 0.000
Lowest unoccupied orbital energy (eV): -3.0
E (eV): -181611.7373
Largest force on an atom (eV/Å): 1.69
Charge: +1

---

6.
Below is a cluster of 10 separate species, C45H61Cl2N3O34S in total at a distorted geometry, with properties calculated with ωB97M-V with the def2-TZVPD basis set.

XYZ file:
```
146
Properties=species:S:1:pos:R:3:mulliken_charge:R:1
C 5.22 -2.01 3.48 -0.831
C 4.32 -0.89 2.93 -0.370
O 4.18 -0.98 1.53 -0.263
C 2.93 -1.44 1.09 -0.184
C 2.64 -0.76 -0.26 -0.324
O 1.86 0.43 -0.13 -0.388
C 0.52 0.16 0.22 -0.640
C 0.20 1.03 1.44 -0.554
O -1.00 0.66 2.11 -0.390
C -2.15 1.00 1.36 -1.883
C -3.12 1.88 2.21 3.381
C -2.20 2.65 3.10 -0.787
N -1.49 3.23 3.80 -0.726
C -3.92 2.80 1.30 -0.873
Cl -3.90 2.56 -0.45 -0.139
C -4.68 3.80 1.74 -0.028
C -4.86 4.14 3.19 -1.090
Cl -5.58 4.79 0.62 -0.214
C -4.03 1.00 3.17 2.190
C -3.47 -0.40 3.32 -0.632
N -2.91 -1.41 3.35 -0.714
C -5.46 0.78 2.62 -0.431
C -5.49 -0.04 1.33 -0.887
C -6.94 -0.13 0.77 -0.904
S -7.72 -1.71 1.19 1.373
O -7.10 -2.35 2.30 -0.646
O -9.10 -1.42 1.49 -0.711
O -7.70 -2.65 -0.11 -0.471
N -4.07 1.55 4.55 -0.609
C -4.30 0.72 5.42 0.538
O -4.68 -0.01 6.24 -0.503
H 4.80 -2.97 3.16 0.313
H 6.22 -1.85 3.07 0.010
H 5.28 -1.91 4.56 0.378
H 3.37 -0.92 3.48 0.282
H 4.79 0.07 3.16 0.298
H 2.11 -1.26 1.80 0.264
H 2.93 -2.52 0.88 0.265
H 3.61 -0.44 -0.65 0.080
H 2.14 -1.42 -0.98 0.324
H -0.08 0.53 -0.63 0.375
H 0.30 -0.90 0.37 0.391
H 1.00 0.86 2.16 0.457
H 0.19 2.10 1.23 0.265
H -2.65 0.11 0.95 0.139
H -1.79 1.56 0.50 1.204
H -5.45 3.37 3.70 -0.053
H -3.94 4.37 3.71 0.491
H -5.47 5.03 3.24 0.474
H -5.94 0.16 3.38 0.902
H -6.03 1.69 2.59 -0.064
H -5.19 -1.07 1.51 0.491
H -4.83 0.33 0.55 0.432
H -7.56 0.66 1.19 -0.017
H -6.89 -0.10 -0.32 0.594
H -8.49 -3.21 0.00 0.373
O 5.51 -2.78 -2.25 -0.596
C 5.18 -1.89 -2.96 0.796
O 3.90 -1.63 -3.33 -0.362
C 3.89 -0.36 -3.99 -0.154
C 5.31 -0.22 -4.47 0.013
O 6.04 -0.99 -3.51 -0.354
H 3.17 -0.35 -4.81 0.349
H 3.62 0.41 -3.27 0.184
H 5.46 -0.66 -5.46 -0.010
H 5.64 0.81 -4.49 0.233
O -5.23 7.13 3.92 -0.492
C -5.14 6.91 5.09 0.614
O -4.97 7.88 6.02 -0.365
C -5.13 7.27 7.31 -0.364
C -4.82 5.82 7.03 -0.375
O -5.20 5.67 5.66 -0.187
H -4.46 7.72 8.03 0.307
H -6.16 7.42 7.64 0.263
H -3.76 5.60 7.13 0.290
H -5.39 5.15 7.66 0.297
O 8.29 -2.52 4.49 -0.504
C 8.85 -2.69 3.46 0.704
O 8.99 -3.88 2.84 -0.327
C 9.50 -3.64 1.52 -0.273
C 10.19 -2.31 1.68 -0.325
O 9.43 -1.69 2.73 -0.330
H 10.18 -4.43 1.22 0.283
H 8.67 -3.60 0.82 0.243
H 11.23 -2.40 2.01 0.263
H 10.15 -1.70 0.78 0.293
O 6.01 1.38 -7.54 -0.510
C 6.72 0.52 -7.94 0.586
O 7.31 0.50 -9.16 -0.368
C 8.26 -0.57 -9.18 -0.186
C 7.73 -1.50 -8.11 -0.370
O 7.05 -0.59 -7.23 -0.190
H 8.30 -1.03 -10.16 0.238
H 9.24 -0.17 -8.93 0.165
H 7.00 -2.21 -8.50 0.284
H 8.50 -2.04 -7.59 0.351
O -1.02 -5.33 8.20 -0.518
C -1.86 -4.58 7.85 0.617
O -3.18 -4.89 7.74 -0.347
C -3.90 -3.68 7.51 -0.315
C -2.85 -2.78 6.92 0.025
O -1.64 -3.28 7.50 -0.357
H -4.74 -3.84 6.84 0.290
H -4.28 -3.31 8.47 0.266
H -2.78 -2.86 5.84 0.099
H -3.00 -1.73 7.18 0.204
O 8.75 -3.41 -9.39 -0.450
C 9.37 -3.61 -10.39 0.615
O 9.53 -4.83 -10.95 -0.329
C 10.12 -4.64 -12.24 -0.345
C 10.82 -3.31 -12.08 -0.315
O 10.01 -2.65 -11.10 -0.295
H 10.81 -5.45 -12.47 0.301
H 9.34 -4.62 -12.99 0.265
H 11.83 -3.41 -11.70 0.259
H 10.84 -2.74 -13.01 0.289
O 4.63 2.42 -3.19 -0.514
C 5.60 2.97 -2.78 0.618
O 5.60 3.91 -1.80 -0.343
C 6.96 4.16 -1.44 -0.364
C 7.71 3.75 -2.68 -0.314
O 6.86 2.75 -3.24 -0.255
H 7.10 5.21 -1.18 0.300
H 7.21 3.55 -0.57 0.259
H 7.81 4.57 -3.40 0.271
H 8.69 3.34 -2.46 0.286
O -10.44 -3.28 -6.05 -0.501
C -10.36 -3.57 -4.90 0.642
O -10.22 -2.67 -3.89 -0.328
C -10.40 -3.37 -2.66 0.007
C -10.05 -4.79 -3.03 -0.364
O -10.40 -4.84 -4.42 -0.332
H -9.75 -2.96 -1.89 0.016
H -11.44 -3.26 -2.34 0.271
H -8.98 -5.00 -2.93 0.292
H -10.61 -5.53 -2.47 0.320
O -7.82 1.53 3.73 -0.467
C -8.58 2.36 3.35 0.434
O -9.90 2.15 3.11 -0.324
C -10.51 3.43 2.89 -0.436
C -9.34 4.27 2.43 -0.379
O -8.23 3.64 3.09 -0.009
H -11.29 3.36 2.14 0.315
H -10.94 3.78 3.83 0.281
H -9.18 4.22 1.35 0.279
H -9.42 5.31 2.73 0.305
```

Summary:
Lowest unoccupied orbital energy (eV): 0.1
SMILES: CCOCCOCCOC[C@@](C#N)(/C(Cl)=C(\C)Cl)[C@](C#N)(CCCS(=O)(=O)O)N=C=O.O=C1OCCO1.O=C1OCCO1.O=C1OCCO1.O=C1OCCO1.O=C1OCCO1.O=C1OCCO1.O=C1OCCO1.O=C1OCCO1.O=C1OCCO1
E (eV): -157615.6285
Largest force on an atom (eV/Å): 3.48
Charge: 0

---

7.
Below is a cluster of 2 separate species, C3H9NO2 in total at a distorted geometry, with properties calculated with ωB97M-V with the def2-TZVPD basis set.

XYZ file:
```
15
Properties=species:S:1:pos:R:3:mulliken_charge:R:1
C -0.42 1.47 0.27 -0.890
C 0.55 1.25 -0.87 0.596
O 0.42 1.36 -2.04 -0.475
O 1.74 0.90 -0.24 -0.478
H -1.47 1.78 0.16 0.358
H -0.25 2.09 1.21 0.386
H -0.63 0.49 0.69 0.191
H 1.90 1.46 0.52 0.336
C -0.57 -2.46 1.65 -0.676
N -1.31 -1.83 0.49 -0.521
H 0.28 -3.15 1.41 0.270
H -1.19 -3.04 2.31 0.290
H -0.11 -1.53 2.04 0.192
H -1.27 -2.45 -0.31 0.203
H -2.19 -1.67 0.95 0.217
```

Summary:
Relative energy (zero: lowest compared OMol25 entry of this formula, charge and spin) (eV): 2.150
Lowest unoccupied orbital energy (eV): 0.7
SMILES: CC(=O)O.CN
E (eV): -8840.8050
Largest force on an atom (eV/Å): 3.32
Charge: 0

---

8.
Below is an isolated molecule of H5NOSi at a distorted geometry, with properties calculated with ωB97M-V with the def2-TZVPD basis set.

XYZ file:
```
8
Properties=species:S:1:pos:R:3:mulliken_charge:R:1
N 1.22 -0.24 0.58 -0.431
Si -0.17 0.22 -0.23 0.540
O -2.04 -0.09 0.45 -0.666
H 1.45 -1.30 0.29 0.250
H 1.76 0.16 1.34 0.245
H -0.27 1.67 -0.34 -0.137
H -0.23 -0.49 -1.63 -0.088
H -2.29 0.84 0.73 0.287
```

Summary:
Relative energy (zero: lowest compared OMol25 entry of this formula, charge and spin) (eV): 1.181
Lowest unoccupied orbital energy (eV): 0.7
SMILES: N[SiH2]O
E (eV): -11496.6154
Largest force on an atom (eV/Å): 4.36
Charge: 0